Entry 1:
{
  "formula": "C5H4O2S",
  "method": "ωB97M-V/def2-TZVPD",
  "homo_energy_ev": -9.5,
  "e_above_lowest_kcal_mol": 2.8,
  "smiles": "C=C1SC(=O)CC1=O",
  "lumo_energy_ev": -0.38,
  "homo_lumo_gap_ha": 0.33411,
  "charge": 0,
  "species": ["S", "O", "O", "C", "C", "C", "C", "C", "H", "H", "H", "H"],
  "positions_angstrom": [[0.58, 0.66, 1.17], [-0.59, -1.93, -1.45], [-0.42, 2.65, -0.23], [0.81, -2.11, 1.04], [-0.28, 1.46, -0.19], [0.39, -0.96, 0.49], [-0.73, 0.47, -1.23], [-0.34, -0.94, -0.81], [0.58, -3.03, 0.51], [1.32, -2.15, 1.99], [-1.84, 0.55, -1.34], [-0.31, 0.71, -2.19]]
}

---

Entry 2:
{
  "formula": "C5H4O3",
  "method": "ωB97M-V/def2-TZVPD",
  "homo_energy_ev": -10.4,
  "e_above_lowest_kcal_mol": 119.0,
  "smiles": "C#CCOC(=O)C=O",
  "lumo_energy_ev": -1.16,
  "homo_lumo_gap_ha": 0.33992,
  "charge": 0,
  "species": ["O", "O", "O", "C", "C", "C", "C", "C", "H", "H", "H", "H"],
  "positions_angstrom": [[-3.51, -1.06, 0.42], [-0.17, -0.43, -0.43], [-0.87, -0.73, 1.72], [-1.20, -0.68, 0.57], [2.77, 1.54, -0.95], [0.88, 0.36, 0.49], [-2.42, -1.00, -0.27], [1.93, 0.82, -0.36], [1.27, -0.45, 1.17], [0.21, 1.10, 0.98], [-2.10, -1.24, -1.44], [3.21, 1.78, -1.90]]
}

---

Entry 3:
{
  "formula": "C5H4O3",
  "method": "ωB97M-V/def2-TZVPD",
  "homo_energy_ev": -9.6,
  "e_above_lowest_kcal_mol": 51.0,
  "smiles": "O=c1ccoc(O)c1",
  "lumo_energy_ev": 0.20,
  "homo_lumo_gap_ha": 0.35867,
  "charge": 0,
  "species": ["O", "O", "O", "C", "C", "C", "C", "C", "H", "H", "H", "H"],
  "positions_angstrom": [[1.20, 0.91, -0.01], [-2.49, -0.85, 0.22], [2.33, -0.93, 0.09], [-1.17, 1.14, -0.04], [1.01, -0.47, -0.08], [0.10, 1.66, -0.01], [-1.35, -0.36, -0.03], [-0.16, -1.16, -0.23], [0.43, 2.74, -0.03], [2.93, -0.21, 0.69], [-2.03, 1.78, -0.19], [-0.25, -2.22, -0.54]]
}

---

Entry 4:
{
  "formula": "C5H4OS2",
  "method": "ωB97M-V/def2-TZVPD",
  "homo_energy_ev": -8.2,
  "e_above_lowest_kcal_mol": 30.7,
  "smiles": "S=C1OC=C/C1=C\\S",
  "lumo_energy_ev": -0.63,
  "homo_lumo_gap_ha": 0.27843,
  "charge": 0,
  "species": ["S", "S", "O", "C", "C", "C", "C", "C", "H", "H", "H", "H"],
  "positions_angstrom": [[1.65, -1.77, -0.04], [-2.85, -0.31, 0.00], [2.04, 0.92, 0.04], [-1.19, -0.60, 0.06], [1.14, 2.14, 0.00], [1.31, -0.17, 0.10], [-0.17, 0.33, -0.05], [-0.11, 1.78, -0.18], [1.70, 3.10, 0.35], [-2.88, 1.01, 0.28], [-0.85, -1.67, 0.07], [-0.90, 2.60, -0.06]]
}

---

Respective E values: -741.58224, -418.47221, -418.58052, -1064.45621 a.u..